{
  "formula": "C68H168F4N7O13P3S4",
  "method": "ωB97M-V/def2-TZVPD",
  "symbols": ["C", "C", "C", "O", "C", "N", "H", "H", "H", "H", "H", "H", "H", "H", "H", "H", "H", "H", "C", "C", "C", "O", "C", "N", "H", "H", "H", "H", "H", "H", "H", "H", "H", "H", "H", "H", "C", "C", "C", "O", "C", "N", "H", "H", "H", "H", "H", "H", "H", "H", "H", "H", "H", "H", "C", "C", "C", "O", "C", "N", "H", "H", "H", "H", "H", "H", "H", "H", "H", "H", "H", "H", "C", "C", "C", "O", "C", "N", "H", "H", "H", "H", "H", "H", "H", "H", "H", "H", "H", "H", "C", "C", "C", "C", "P", "C", "C", "C", "C", "C", "C", "C", "C", "C", "C", "C", "C", "H", "H", "H", "H", "H", "H", "H", "H", "H", "H", "H", "H", "H", "H", "H", "H", "H", "H", "H", "H", "H", "H", "H", "H", "H", "H", "H", "H", "H", "H", "H", "H", "H", "H", "H", "H", "C", "C", "C", "C", "P", "C", "C", "C", "C", "C", "C", "C", "C", "C", "C", "C", "C", "H", "H", "H", "H", "H", "H", "H", "H", "H", "H", "H", "H", "H", "H", "H", "H", "H", "H", "H", "H", "H", "H", "H", "H", "H", "H", "H", "H", "H", "H", "H", "H", "H", "H", "H", "H", "C", "C", "C", "C", "P", "C", "C", "C", "C", "C", "C", "C", "C", "C", "C", "C", "C", "H", "H", "H", "H", "H", "H", "H", "H", "H", "H", "H", "H", "H", "H", "H", "H", "H", "H", "H", "H", "H", "H", "H", "H", "H", "H", "H", "H", "H", "H", "H", "H", "H", "H", "H", "H", "N", "S", "O", "O", "F", "S", "O", "O", "F", "N", "S", "O", "O", "F", "S", "O", "O", "F"],
  "xyz": [[-1.90591, -1.31742, -5.16268], [-1.40929, -2.61846, -4.54127], [-0.03492, -3.23307, -4.81375], [0.18750, -3.40958, -6.20544], [1.43197, -4.16900, -6.43885], [-1.67919, -2.50683, -3.03394], [-1.04189, -1.88987, -2.55091], [-2.61615, -2.23469, -2.77289], [-1.42032, -3.37103, -2.57981], [-2.97958, -1.13000, -5.17702], [-1.49732, -1.13805, -6.15715], [-1.51507, -0.45572, -4.62156], [-2.13111, -3.38483, -4.82365], [0.09432, -4.19770, -4.32297], [0.65674, -2.48435, -4.42757], [1.25766, -5.20245, -6.13935], [2.34274, -3.81219, -5.95796], [1.53055, -4.17474, -7.52437], [-2.99221, -4.93101, 1.38036], [-2.62726, -3.43593, 1.40656], [-1.49085, -2.96996, 2.38233], [-1.81739, -1.66493, 2.77959], [-0.69731, -1.03249, 3.36800], [-2.22978, -3.05093, 0.01928], [-2.98248, -3.00428, -0.65255], [-1.78294, -2.15090, -0.08270], [-1.68710, -3.75804, -0.45568], [-3.45094, -5.20955, 2.32908], [-2.12096, -5.58189, 1.30702], [-3.61004, -5.22629, 0.53231], [-3.48932, -2.77362, 1.48588], [-0.52905, -2.93496, 1.87063], [-1.48461, -3.66147, 3.22487], [0.03519, -0.81257, 2.59135], [-0.14974, -1.66624, 4.06559], [-1.04097, -0.12328, 3.86128], [6.93693, 1.92677, -5.56213], [6.66035, 1.43048, -4.13672], [5.27397, 0.72505, -3.95734], [5.41461, -0.69866, -4.36867], [4.12639, -1.27424, -3.93300], [7.69745, 0.42858, -3.57399], [7.28527, 0.35630, -2.65476], [7.79778, -0.49261, -3.97579], [8.58525, 0.88925, -3.43363], [6.25201, 2.75434, -5.74680], [6.59812, 1.12795, -6.22183], [7.97813, 2.17572, -5.76716], [6.61891, 2.28291, -3.45868], [4.63475, 1.23769, -4.67615], [4.98023, 0.91260, -2.92455], [3.71844, -1.83353, -4.77494], [3.32017, -0.59680, -3.65161], [4.37038, -1.98209, -3.14084], [-0.24488, 4.81631, -1.46679], [-1.57534, 4.62067, -2.15368], [-2.79690, 4.31748, -1.20603], [-3.96876, 4.10121, -2.06821], [-5.16033, 4.48636, -1.44138], [-1.95637, 5.92823, -2.86224], [-1.16928, 6.25372, -3.40506], [-2.82025, 6.05516, -3.36988], [-2.06931, 6.62845, -2.14319], [0.55627, 5.26851, -2.05141], [0.14166, 3.85906, -1.11699], [-0.35532, 5.48575, -0.61370], [-1.54192, 3.86179, -2.93540], [-2.91320, 5.09901, -0.45517], [-2.54739, 3.42634, -0.63008], [-5.38563, 3.85695, -0.58046], [-5.97393, 4.31391, -2.14594], [-5.01242, 5.52891, -1.15974], [3.22803, 0.90499, -9.23003], [3.01264, 0.04605, -7.91480], [2.42332, 0.85024, -6.69988], [1.82933, 0.03026, -5.73846], [1.19678, 0.74506, -4.70180], [2.01276, -1.13277, -8.24593], [2.59593, -1.78737, -8.74744], [1.72996, -1.44880, -7.32928], [1.26066, -0.81649, -8.84126], [3.43050, 0.30350, -10.11620], [4.02178, 1.63293, -9.06216], [2.35412, 1.50618, -9.48096], [3.86529, -0.57118, -7.63175], [1.60392, 1.46009, -7.08037], [3.16777, 1.62213, -6.50473], [0.72526, -0.01437, -4.07807], [0.43944, 1.46787, -5.00526], [1.87938, 1.30918, -4.06624], [-4.79393, 1.21595, 0.51685], [-5.14913, -0.09512, 1.28830], [-6.73174, -0.31734, 1.34609], [-7.15903, -1.84506, 1.34912], [-8.96299, -2.18498, 1.45252], [-9.16222, -3.94581, 1.84100], [-8.41326, -4.94733, 0.86387], [-9.37440, -5.50287, -0.17798], [-8.70463, -6.48291, -1.17556], [-9.59462, -1.19202, 2.85154], [-10.60154, -1.86314, 3.75879], [-10.81193, -1.08837, 5.10319], [-12.15644, -1.51197, 5.86493], [-9.78752, -1.74581, -0.10433], [-11.41556, -1.84758, -0.04337], [-12.29207, -1.06795, -1.10783], [-11.92886, -1.34827, -2.58944], [-3.71842, 1.25320, 0.34363], [-5.02597, 2.06748, 1.15649], [-5.22799, 1.24411, -0.48260], [-4.61526, -0.16912, 2.23572], [-4.63571, -0.79859, 0.63284], [-7.13365, 0.19439, 0.47162], [-7.16393, 0.28006, 2.14886], [-6.66693, -2.26836, 2.22476], [-6.66590, -2.38468, 0.54058], [-10.24439, -4.04796, 1.75995], [-8.91105, -3.99549, 2.90050], [-7.99634, -5.83781, 1.33433], [-7.63889, -4.39821, 0.32822], [-9.74721, -4.70067, -0.81485], [-10.25985, -5.83073, 0.36662], [-8.03697, -7.15089, -0.63139], [-8.13730, -5.95284, -1.94058], [-9.44258, -7.16442, -1.59875], [-9.94852, -0.21291, 2.52874], [-8.62878, -1.04598, 3.33521], [-10.35339, -2.89128, 4.02228], [-11.57333, -2.05385, 3.30343], [-10.97177, -0.04230, 4.84188], [-9.86127, -1.01652, 5.63157], [-12.47955, -2.47422, 5.46773], [-13.05467, -0.90255, 5.76552], [-12.02017, -1.50852, 6.94638], [-9.55770, -2.34846, -0.98303], [-9.55974, -0.71360, -0.37035], [-11.74434, -1.27664, 0.82498], [-11.82221, -2.82492, 0.21654], [-11.91388, -0.04693, -1.15869], [-13.35002, -1.04044, -0.84690], [-12.19110, -2.35650, -2.91007], [-10.92721, -1.10499, -2.94384], [-12.63997, -0.78598, -3.19463], [7.29603, 6.90622, -3.85002], [5.75489, 7.32620, -3.69656], [5.36166, 7.94481, -2.33790], [5.14486, 6.75604, -1.36711], [4.53537, 7.26262, 0.34271], [5.89822, 7.61082, 1.34813], [7.11359, 6.58816, 1.50432], [8.46598, 6.90326, 0.80430], [9.45070, 5.74386, 0.51995], [3.74464, 5.72211, 0.81576], [3.08228, 5.70969, 2.22799], [1.81036, 4.74774, 2.35337], [2.13715, 3.35119, 1.85111], [3.33966, 8.63649, 0.19154], [3.90661, 10.03310, 0.19643], [2.72130, 10.95817, 0.54258], [2.68467, 11.69955, 1.91598], [7.55207, 6.09045, -3.17396], [8.10085, 7.55140, -3.49772], [7.61964, 6.73924, -4.87739], [5.10612, 6.47754, -3.91330], [5.46899, 8.11483, -4.39257], [4.37636, 8.40833, -2.28853], [5.96015, 8.73281, -1.88079], [6.01821, 6.10586, -1.31592], [4.42505, 6.05533, -1.79016], [5.46900, 7.50661, 2.34463], [6.30959, 8.59855, 1.14010], [6.88183, 5.52394, 1.46166], [7.42004, 6.75015, 2.53774], [8.94796, 7.70434, 1.36472], [8.38109, 7.29843, -0.20799], [9.02620, 5.07121, -0.22533], [9.73856, 5.16795, 1.39947], [10.38904, 5.95070, 0.00532], [4.51250, 4.97978, 0.59800], [2.95327, 5.62158, 0.07298], [2.90115, 6.64207, 2.76275], [3.89164, 5.41625, 2.89650], [1.00777, 5.11746, 1.71520], [1.44020, 4.64194, 3.37312], [3.19704, 3.09874, 1.88273], [1.90026, 3.27205, 0.79011], [1.59522, 2.58638, 2.40741], [2.70350, 8.66110, 1.07629], [2.76690, 8.52487, -0.72910], [4.33150, 10.40447, -0.73612], [4.58035, 10.24349, 1.02703], [1.79293, 10.41216, 0.37491], [2.65898, 11.72603, -0.22853], [1.80578, 12.34353, 1.94667], [3.56722, 12.29937, 2.13827], [2.52066, 10.97671, 2.71517], [5.63054, -2.03226, 7.54480], [4.98844, -3.38978, 7.83653], [3.81047, -3.63739, 6.94689], [4.30261, -4.24345, 5.63129], [3.03137, -4.40741, 4.29036], [2.40890, -2.69953, 4.01755], [3.50650, -1.76591, 3.47056], [3.07606, -0.24540, 3.13905], [2.88359, 0.62129, 4.35584], [3.84417, -5.24417, 2.85293], [4.87567, -6.30677, 3.40486], [5.63338, -6.85775, 2.20206], [6.86038, -6.01620, 1.94693], [1.68615, -5.57898, 4.89035], [0.40310, -5.86075, 3.96470], [-0.58228, -6.72492, 4.69099], [-1.49781, -5.95808, 5.64720], [6.63765, -2.00043, 7.96050], [5.13656, -1.14247, 7.93513], [5.77199, -1.88175, 6.47455], [4.69486, -3.33070, 8.88459], [5.53774, -4.32099, 7.97517], [3.22277, -2.73660, 6.77001], [3.07333, -4.22992, 7.48878], [4.72136, -5.22703, 5.84417], [5.16750, -3.66571, 5.30529], [2.06494, -2.42817, 5.01562], [1.62556, -2.74012, 3.26070], [4.21400, -2.23500, 2.78682], [4.25640, -1.77768, 4.26151], [2.24266, -0.26230, 2.43672], [3.92766, 0.26543, 2.68968], [2.90127, 1.70455, 4.23616], [3.71564, 0.35355, 5.00707], [1.94859, 0.39226, 4.86713], [4.31292, -4.34725, 2.44809], [3.12349, -5.75142, 2.21150], [4.46962, -7.07396, 4.06414], [5.57199, -5.92227, 4.15010], [5.00471, -6.89906, 1.31258], [5.93517, -7.89919, 2.31356], [7.51233, -6.55173, 1.25680], [7.57630, -5.99922, 2.76868], [6.80878, -4.97156, 1.64006], [1.27848, -5.15256, 5.80690], [2.00170, -6.58635, 5.16190], [0.74788, -6.37302, 3.06648], [0.02265, -4.89751, 3.62481], [-0.08395, -7.56571, 5.17354], [-1.10061, -7.24046, 3.88251], [-0.85635, -5.39873, 6.32820], [-2.13193, -6.68672, 6.15225], [-2.08864, -5.22230, 5.10163], [-0.40063, -1.08426, -0.93433], [-0.33231, 0.41898, -0.77605], [-0.58783, 1.11589, -2.06063], [0.54512, 1.07144, 0.24242], [-1.78630, 0.40298, -0.08466], [1.23607, -1.34203, -0.67975], [1.59979, -1.89108, 0.57530], [2.19099, -0.56290, -1.46273], [1.15020, -2.63292, -1.57634], [-1.10463, -4.90989, -1.57670], [0.40578, -5.54363, -1.05997], [1.52543, -5.35668, -1.99702], [0.29501, -6.74086, -0.21354], [0.71665, -4.41929, 0.13336], [-1.56936, -6.15753, -2.14688], [-2.28967, -6.97606, -1.22124], [-0.79824, -6.82854, -3.20378], [-2.83784, -5.72002, -3.00295]],
  "lumo_ha": -0.3896,
  "homo_ev": -18.64,
  "gap_ev": 8.04,
  "charge": 6,
  "relative_energy_kj_mol": 49.9
}